Density functional theory data (ωB97M-V with the def2-TZVPD basis set) for a structure of composition C21H19CeN7O4SSe.

The spin multiplicity is 1. As for the charge: 0. The HOMO energy is -0.28861 hartree. For the LUMO energy, the calculation gives -0.6 eV.

Cartesian coordinates (Å):
Ce 11.4566 10.2958 5.5303
N 16.2067 9.9811 7.0055
C 14.8987 9.8309 6.7565
N 14.1829 10.6500 6.1280
C 14.7283 11.8674 5.8075
N 14.0397 12.9348 5.5843
N 12.6700 12.7468 5.6427
C 12.0161 13.8064 5.6270
C 10.5718 13.6780 5.6640
C 9.7565 14.7809 5.4378
C 8.4143 14.5553 5.1863
C 7.9424 13.2812 5.2438
C 8.7904 12.2524 5.5895
N 10.0985 12.4330 5.7514
C 16.1873 12.0404 5.7661
C 16.9081 13.0468 5.1436
C 18.2705 13.1207 5.2888
C 18.9887 12.1528 5.9854
C 18.3193 11.1274 6.5925
C 16.8914 11.0671 6.4502
H 16.7226 9.2748 7.5396
H 14.4443 8.9312 7.0793
H 12.4788 14.7889 5.5053
H 10.2216 15.7968 5.4831
H 7.7491 15.3858 5.0409
H 6.9075 13.0575 5.1334
H 8.4373 11.2423 5.8084
H 16.4023 13.8519 4.5994
H 18.7973 13.9176 4.7653
H 20.0627 12.2412 6.1135
H 18.8215 10.3057 7.1075
O 12.1277 10.8359 7.9939
C 11.7479 9.6429 8.2246
O 12.5588 8.6815 8.0207
C 10.1281 9.4164 8.0382
O 9.3862 8.9932 8.9012
O 9.7316 9.7531 6.8053
C 11.6997 5.5366 7.5258
N 12.8669 6.0225 6.7836
C 14.1608 5.8668 7.1302
C 14.9058 6.5230 6.1995
N 14.0471 7.0578 5.3058
C 14.4217 7.7718 4.1098
C 12.7700 6.7960 5.6767
Se 11.1956 7.3674 4.8813
H 12.0390 4.8731 8.3307
H 11.0686 4.9450 6.8487
H 11.2179 6.4147 7.9350
H 14.4390 5.3823 8.0480
H 15.9587 6.6321 6.1343
H 13.7013 7.4672 3.3359
H 15.3707 7.4198 3.7788
H 14.3608 8.8361 4.2146
S 11.4967 10.7344 3.3524